Record 1
This record from the OMol25 dataset describes a molecular structure, C21H25BN3O6S6V in a non-equilibrium geometry. The level of theory is wB97M-V/def2-TZVPD.

Geometry as XYZ:
```
63
Properties=species:S:1:pos:R:3:forces:R:3
V -0.2671 0.2848 0.8114 0.9154 -0.3429 0.9355
S 4.9617 0.3857 4.6958 0.1241 0.2186 0.0574
C 3.6735 0.1273 3.7678 -0.0854 -0.4778 0.0471
S 2.0409 0.0106 4.3922 -0.0441 0.2178 0.0656
C 1.2605 -0.4114 2.8965 -0.2277 -0.0553 -0.0471
C 2.0734 -0.5396 1.8064 -0.1695 -0.0436 -0.1115
S 1.4675 -0.9039 0.2099 -0.0021 -0.1732 -0.2258
S 3.7733 -0.2614 2.0644 0.0176 0.1884 -0.1515
S -0.4813 -0.5796 2.8414 0.0572 0.0867 -0.0047
C -8.5737 0.3893 -1.6688 -0.0222 0.0260 -0.0153
C -7.8417 -0.8646 -1.1721 0.0727 0.0019 0.0061
C -8.6564 -1.5240 -0.0513 -0.0212 -0.0087 0.0276
C -7.7296 -1.8505 -2.3342 -0.0094 -0.0353 -0.0386
C -6.4685 -0.4656 -0.6261 -0.0532 -0.0067 -0.0064
C -6.3979 0.4562 0.4299 0.0256 0.0111 0.0233
C -5.1993 0.8763 0.9931 -0.1270 -0.0199 -0.0237
C -4.0628 0.3296 0.4484 0.2904 0.2099 0.2812
O -2.7141 0.5683 0.7857 -0.1290 -0.1585 -0.2366
B -2.0099 -0.2695 -0.0886 -0.5320 -0.1843 -0.4507
O -2.8126 -0.9708 -0.9333 -0.0557 0.1578 0.1499
C -4.1061 -0.5763 -0.5796 0.0512 -0.2575 -0.2851
C -5.2880 -0.9980 -1.1455 -0.0595 0.0500 0.0406
H -9.5466 0.1123 -2.0784 0.0065 -0.0014 0.0087
H -8.0055 0.8909 -2.4546 0.0019 -0.0128 0.0048
H -8.7460 1.1061 -0.8652 0.0066 -0.0063 -0.0057
H -9.6319 -1.8305 -0.4328 0.0055 0.0082 0.0039
H -8.8253 -0.8413 0.7827 0.0051 -0.0062 -0.0096
H -8.1487 -2.4101 0.3345 0.0025 0.0058 -0.0135
H -8.7296 -2.0964 -2.6928 0.0069 -0.0002 0.0001
H -7.2518 -2.7856 -2.0345 -0.0066 0.0143 0.0170
H -7.1738 -1.4307 -3.1756 -0.0101 0.0142 0.0158
H -7.3166 0.8628 0.8309 0.0122 -0.0015 -0.0004
H -5.1676 1.5870 1.8070 0.0095 -0.0066 -0.0057
H -5.2811 -1.7124 -1.9547 0.0122 0.0005 0.0067
C 1.6838 6.9246 -6.0150 0.0014 -0.0240 0.0256
C 1.1864 5.9527 -4.9480 0.1344 -0.1085 -0.1372
S 0.2663 6.8268 -3.7148 0.0393 0.4110 -0.0286
O 1.1726 7.6853 -2.9938 -0.1277 -0.0608 -0.0833
O -0.9291 7.3360 -4.3244 0.0815 0.0053 0.0645
C -0.2526 5.5722 -2.5623 -0.0818 -0.1964 0.1591
C 0.8398 5.2160 -1.5680 -0.0924 -0.1060 0.1579
N 0.3614 4.1761 -0.6242 0.0437 0.1069 -0.0275
C 0.4678 2.8536 -0.8097 -0.0186 -0.1173 0.0164
N -0.0372 2.1955 0.2423 -0.1354 0.7434 0.1000
C -0.4943 3.1456 1.1406 0.1044 -0.2761 -0.1481
C -0.2496 4.3544 0.6060 0.0237 0.3911 -0.0991
N -0.6377 5.6326 1.1706 -0.1362 -0.0707 -0.0943
O -0.6261 6.5993 0.4362 0.0806 -0.0582 0.0319
O -0.9890 5.6068 2.3260 0.0610 -0.0139 0.0056
C 1.0336 2.1925 -2.0137 -0.0094 -0.0123 0.0321
H 2.2645 6.3759 -6.7545 -0.0070 0.0060 -0.0043
H 2.3202 7.6918 -5.5775 -0.0078 -0.0079 0.0205
H 0.8481 7.4064 -6.5180 -0.0129 -0.0023 0.0110
H 2.0191 5.4638 -4.4370 -0.0088 -0.0143 -0.0208
H 0.5138 5.2017 -5.3659 0.0221 0.0057 -0.0084
H -0.6072 4.7109 -3.1317 -0.0108 0.0059 0.0152
H -1.1005 6.0284 -2.0483 0.0024 -0.0290 -0.0063
H 1.1246 6.0866 -0.9915 0.0018 0.0688 0.0003
H 1.7390 4.8292 -2.0407 -0.0255 -0.0175 -0.0360
H -0.9720 2.9114 2.0776 0.0062 -0.0106 0.0043
H 1.5486 2.8958 -2.6609 0.0023 -0.0081 -0.0019
H 0.2327 1.7232 -2.5876 0.0022 -0.0132 0.0047
H 1.7359 1.4167 -1.7118 -0.0013 -0.0099 -0.0124
```
Forces are in eV/Å.

Its expectation value of S² is 0.834. As for the charge: +1. Its electronic energy is -130305.830 eV. As for the spin multiplicity: 2. For the HOMO energy (spin up / spin down), the calculation gives -11.120 / -11.150 eV. For the HOMO-LUMO gap (spin up / spin down), the calculation gives 6.15 / 6.82 eV.

Record 2
This record from the OMol25 dataset describes 3 unconnected molecules or ions with the total composition C21H25BrF6N4O8P2S3 in a non-equilibrium geometry. The level of theory is wB97M-V/def2-TZVPD.

Geometry as XYZ:
```
70
Properties=species:S:1:pos:R:3:forces:R:3
C 3.3215 -1.5369 -1.2401 0.0801 -0.5089 0.0710
C 3.3355 -2.9665 -1.9275 0.7095 0.9044 0.1503
S 2.0594 -3.1959 -3.2411 0.0054 -0.5206 -0.2415
C 1.4671 -1.5704 -3.8397 -0.1296 0.3645 0.6293
C 0.1168 -1.0103 -3.2807 -1.7853 1.9282 -0.7330
C -0.5301 0.0077 -4.1395 -0.6808 -1.1278 1.3017
C 0.1370 0.5213 -5.4688 -0.1872 -0.2006 0.7427
S 0.7562 2.2470 -5.0737 3.6716 1.0304 2.7001
O 2.1951 2.3590 -5.3849 -2.0449 -0.6838 -1.1190
O 0.5875 2.5218 -3.6329 -1.4453 -0.5192 -2.0867
C -1.8665 0.6333 -3.7979 0.7292 -3.0636 2.2955
P -2.8674 1.8800 -4.7626 -0.7062 1.5097 0.6865
O -2.1589 2.3152 -6.2307 -0.3708 -1.9775 0.5691
Br -4.7070 0.6793 -5.4252 0.9193 0.0279 -0.1937
C -2.4913 0.2180 -2.5255 1.8636 -0.8859 -0.6658
P -4.1453 1.0233 -2.0136 -0.1767 0.7339 -1.5455
N -3.9121 1.8019 -0.4742 0.3772 -1.8048 0.2148
O -5.2198 -0.2824 -1.8556 1.4347 1.4177 1.5277
C -1.8414 -0.8015 -1.6105 -0.4293 1.7477 -2.3577
N -2.5928 -1.0678 -0.4595 4.1040 -2.0674 -0.2282
C -1.9058 -1.9498 0.3027 -0.4573 -0.3262 0.7826
C -0.6004 -2.5887 -0.0080 -0.1812 1.9890 -1.6873
N 0.0013 -3.5481 0.9339 -1.7671 -1.0607 -1.3239
C -0.5306 -4.6480 0.7026 -0.6066 -0.6781 -0.1380
S -1.3170 -6.0054 0.3484 1.4517 2.0029 0.7353
N 0.0847 -2.3082 -1.1264 -2.1084 0.5145 1.3187
C -0.5432 -1.4041 -1.9755 -0.3746 0.7452 -0.6294
H 2.3580 -0.9774 -1.3564 0.7952 -0.6754 0.0679
H 4.1332 -0.9218 -1.7063 -0.6766 -0.3987 0.7285
H 3.4752 -1.6947 -0.1335 0.0903 0.4718 -1.1903
H 4.3368 -3.1192 -2.4294 -1.0948 0.1776 0.5859
H 3.2524 -3.7775 -1.1534 -0.4068 0.7287 -0.9168
H 2.2775 -0.8122 -3.6416 -0.8154 -0.6478 -0.5473
H 1.3053 -1.7390 -4.9445 0.4837 0.1928 1.3152
H -0.5497 0.5074 -6.3494 0.5890 0.1776 0.9024
H 1.0668 -0.0194 -5.7648 -0.7353 0.6232 0.3949
H 0.1024 3.2053 -5.8238 -0.0964 -0.8531 0.2180
H -2.2421 1.5454 -6.8305 0.1365 0.6503 -0.0947
H -3.1476 2.4864 -0.5097 -0.4933 -0.0513 -0.3154
H -3.6391 1.1307 0.2590 -0.1028 0.3621 -0.2466
H -5.2457 -0.4824 -0.8979 -0.1171 -0.4186 -0.5504
H -2.3786 -2.2310 1.2863 0.5372 0.2572 -1.1426
C 1.4440 6.0537 1.6239 -0.2474 0.1772 -0.2178
C 0.8441 4.9768 2.5045 0.7764 0.0350 -0.0834
O -0.5564 5.2184 2.7266 -0.7594 -0.1521 -0.1021
C -1.3794 4.8361 1.7439 1.4343 -0.1365 0.1105
O -1.0267 4.3236 0.7186 -0.6617 0.0445 0.1312
C -2.8331 5.1053 2.1317 -1.6486 0.4641 0.3313
F -3.0068 6.3284 2.6644 0.4324 -0.2367 -0.1725
F -3.2737 4.2220 3.0494 0.4844 -0.0328 -0.2097
F -3.6615 5.0213 1.0835 0.5971 -0.1313 0.0418
H 1.2548 7.0431 2.0461 0.1004 -0.0848 0.0914
H 2.5209 5.9121 1.5224 -0.0572 -0.0297 0.0480
H 0.9989 6.0417 0.6276 0.0861 -0.1136 0.0295
H 1.3215 4.9953 3.4848 -0.3419 0.0459 0.0624
H 1.0022 3.9802 2.0877 -0.2399 0.0853 -0.0819
C 1.7124 -4.4799 3.8423 0.3625 -0.0814 0.1516
C 0.7231 -3.7092 4.6915 -0.1794 -0.1835 -0.7148
O 1.1585 -3.6513 6.0602 0.2474 0.3430 0.6273
C 2.0821 -2.7236 6.3426 -0.6324 -0.2377 -1.2486
O 2.5544 -1.9664 5.5432 0.1571 0.0012 0.6098
C 2.4135 -2.7426 7.8353 0.5065 -0.0706 1.5741
F 2.5997 -3.9912 8.3014 -0.1224 0.1793 -0.4384
F 1.4219 -2.1992 8.5674 0.0059 -0.0558 -0.5015
F 3.5274 -2.0551 8.1196 -0.3234 -0.0910 -0.5183
H 1.8893 -5.4721 4.2638 -0.1438 0.0233 -0.0282
H 1.3412 -4.5894 2.8241 0.0022 0.0478 0.0881
H 2.6787 -3.9739 3.8044 -0.1052 0.0717 -0.0663
H -0.2388 -4.2237 4.6929 0.0895 0.0157 0.3316
H 0.5508 -2.7052 4.2985 0.1921 0.0158 0.1703
```
Forces are in eV/Å.

Its electronic energy is -181950.874 eV. As for the spin multiplicity: 1. For the HOMO energy, the calculation gives -8.225 eV. For the HOMO-LUMO gap, the calculation gives 6.78 eV.

Record 3
This record from the OMol25 dataset describes C21H25ClN4O4 in the gas phase in a non-equilibrium geometry. The level of theory is wB97M-V/def2-TZVPD.

Geometry as XYZ:
```
55
Properties=species:S:1:pos:R:3:forces:R:3
C 4.2339 -0.7242 -5.2936 -0.2484 -0.1057 -0.0906
C 2.9169 -0.3141 -4.7499 -0.1949 0.5020 0.5060
C 2.5589 0.6293 -3.8321 0.0666 -0.3817 -0.3029
C 1.1471 0.5055 -3.7668 0.5982 -0.5596 -0.6319
N 0.2472 1.1925 -2.9857 -0.4268 -0.1729 -0.3453
C 0.5611 2.1272 -2.0377 -0.4563 0.3094 0.0083
O 1.6521 2.6258 -1.9176 0.2588 0.0657 0.0132
C -0.6384 2.5388 -1.1884 0.1620 -0.1024 0.1132
C -1.1952 1.3704 -0.3649 0.1008 0.0726 -0.0833
C -0.0623 0.6429 0.3375 -0.3818 0.0777 -0.0650
O 0.8757 0.2050 -0.3119 0.1711 0.1027 -0.0450
N -0.1485 0.4323 1.6713 0.1742 -0.1666 0.2337
C 0.8425 -0.4498 2.2830 0.2273 -0.2839 -0.0814
C 0.5268 -1.9184 1.9350 0.3628 0.5737 0.1148
O -0.1798 -2.6074 2.6452 -0.3196 -0.2364 0.2446
N 1.0997 -2.3185 0.7947 0.3140 -0.1336 -0.4591
C 0.8058 -3.5786 0.1443 -0.2076 -0.4137 0.1945
C 2.0331 -4.0558 -0.6350 0.0118 -0.0333 0.0895
C 1.9606 -3.3335 -1.9935 0.0774 0.0122 -0.1201
C 0.5530 -2.7169 -2.0787 -0.1397 -0.0413 -0.1072
C -0.2416 -3.3858 -0.9574 0.0676 0.0720 0.0959
C -1.1461 0.9585 2.5240 -0.4225 0.3100 0.2803
C -1.8915 0.0998 3.3262 0.0596 0.1054 -0.1395
C -2.8455 0.6107 4.1862 -0.0339 0.1802 0.0495
C -3.0524 1.9806 4.2467 0.1784 -0.0859 -0.1554
Cl -4.2488 2.6200 5.3153 -0.1388 0.0736 0.1283
C -2.3005 2.8463 3.4665 -0.1319 -0.0286 0.0660
C -1.3427 2.3339 2.6122 0.0442 -0.2484 0.0761
N 0.7195 -0.4313 -4.5829 -1.0167 0.5625 0.5830
O 1.8164 -0.9439 -5.1981 0.8420 -0.1279 -0.2075
H 5.0230 -0.1590 -4.8081 0.0431 0.0115 0.0126
H 4.3922 -1.7884 -5.1273 0.0748 -0.0504 0.0163
H 4.2686 -0.5441 -6.3670 0.0644 0.0136 -0.0538
H 3.1677 1.3066 -3.2754 0.1961 0.1151 0.0706
H -0.6993 0.8484 -3.0574 0.0635 0.0881 0.1121
H -1.4191 2.9371 -1.8397 0.0015 0.0266 0.0260
H -0.3017 3.3367 -0.5246 0.0198 -0.0093 -0.1237
H -1.6548 0.6325 -1.0300 -0.0034 -0.0255 0.1064
H -1.9581 1.7195 0.3279 0.0086 -0.0676 -0.1642
H 0.8025 -0.3169 3.3639 0.0102 -0.0649 -0.1471
H 1.8310 -0.1751 1.9060 -0.0812 -0.0006 0.0944
H 1.5177 -1.6084 0.2048 -0.0713 0.0901 0.2784
H 0.4823 -4.2744 0.9217 0.0663 0.0641 -0.1111
H 1.9710 -5.1349 -0.7721 0.0107 -0.0314 0.0224
H 2.9536 -3.8360 -0.0964 0.0271 -0.0871 0.0609
H 2.7221 -2.5575 -2.0680 0.0672 0.0063 -0.0806
H 2.1282 -4.0361 -2.8090 0.0715 0.0299 -0.0340
H 0.0981 -2.8673 -3.0559 -0.0090 0.1032 -0.0236
H 0.6052 -1.6426 -1.9007 -0.0416 0.0096 -0.0657
H -0.6135 -4.3603 -1.2744 -0.0502 -0.0752 -0.0040
H -1.0850 -2.7856 -0.6176 -0.0918 -0.0405 0.0464
H -1.7170 -0.9650 3.2795 0.0439 -0.1220 -0.0314
H -3.4274 -0.0517 4.8068 -0.0694 -0.0435 0.0661
H -2.4557 3.9111 3.5370 -0.0349 0.0929 0.0262
H -0.7341 3.0019 2.0217 0.0863 0.0691 -0.0626
```
Forces are in eV/Å.

As for the structure (SMILES): Cc1cc(NC(=O)CCC(=O)N(CC(=O)NC2CCCC2)c2ccc(Cl)cc2)no1. Its electronic energy is -48856.516 eV. As for the spin multiplicity: 1. For the HOMO energy, the calculation gives -9.055 eV. For the HOMO-LUMO gap, the calculation gives 9.60 eV.

Record 4
This record from the OMol25 dataset describes a molecular structure, C21H25FeNO4S in a non-equilibrium geometry. The level of theory is wB97M-V/def2-TZVPD.

Geometry as XYZ:
```
53
Properties=species:S:1:pos:R:3:forces:R:3
Fe 0.1799 -0.0355 0.3553 0.2887 0.9111 0.5276
C -3.5356 1.3152 -0.7924 0.1082 0.0769 -0.2176
C -2.7785 0.1417 -0.2059 -0.2638 -0.1261 0.2206
C -3.5575 -1.1499 -0.3366 0.0419 -0.1283 -0.1197
O -1.5135 -0.0462 -0.9198 -0.4651 -0.0135 0.0870
C -2.5096 0.3981 1.3051 0.0895 -0.3064 -0.3692
O -3.4606 0.5962 2.0387 0.2587 0.0673 -0.1285
O -1.2649 0.3210 1.6147 -0.0193 -0.0369 0.5445
H -3.8497 1.1027 -1.8180 0.0300 0.0243 0.0250
H -2.9178 2.2213 -0.7859 -0.0692 -0.0354 0.0254
H -4.4146 1.5034 -0.1796 0.0168 0.0161 0.0014
H -3.8249 -1.3331 -1.3803 0.0181 -0.0046 0.0437
H -4.4629 -1.0751 0.2639 0.0365 -0.0278 -0.0142
H -2.9621 -1.9914 0.0271 -0.0652 0.0450 -0.0044
H -1.1532 0.8372 -1.1111 -0.1099 0.1370 -0.4279
N 1.8728 0.4083 1.0361 0.4013 -1.0671 0.0706
C 3.0611 0.0631 0.7941 -0.1791 0.1355 -0.1031
C 4.0659 -0.1946 1.8878 0.1290 0.3479 -0.2058
C 3.8385 0.3399 3.1543 0.0263 0.0320 0.0763
C 4.7732 0.1739 4.1646 -0.0141 -0.0309 -0.0366
C 5.9420 -0.5423 3.9246 -0.0402 -0.0170 -0.0255
C 6.1612 -1.1056 2.6754 -0.0766 0.0005 -0.0175
C 5.2274 -0.9300 1.6591 0.0077 0.0285 0.0968
C 3.5579 -0.0545 -0.6407 -0.1241 -0.2253 0.1933
C 4.6081 0.7316 -1.1026 0.0502 0.0614 -0.0112
C 4.9985 0.6766 -2.4366 0.0348 -0.0390 0.0037
C 4.3692 -0.1966 -3.3155 0.0196 -0.0375 0.0038
C 3.3310 -1.0010 -2.8587 0.0307 0.0098 0.1060
C 2.9190 -0.9118 -1.5348 0.1251 0.0979 -0.0835
H 2.9210 0.8917 3.3212 0.0353 -0.0143 -0.0224
H 4.5975 0.6072 5.1427 -0.0095 -0.0190 -0.0551
H 6.6762 -0.6644 4.7125 -0.0315 -0.0008 -0.0326
H 7.0633 -1.6758 2.4884 -0.0364 0.0023 -0.0018
H 5.4004 -1.3749 0.6871 0.0382 0.0433 -0.0245
H 5.1102 1.4042 -0.4150 0.0108 -0.0563 -0.0282
H 5.8047 1.3092 -2.7906 -0.0226 -0.0225 0.0336
H 4.6863 -0.2530 -4.3515 0.0021 -0.0044 0.0799
H 2.8508 -1.7036 -3.5322 0.0028 0.0595 0.0475
H 2.0992 -1.5221 -1.1774 -0.0435 -0.1145 0.0216
O 0.5033 1.5516 -1.2977 -0.1913 0.2218 -0.2699
S 0.4994 2.6513 -2.3373 0.0950 -0.2029 0.0166
C -0.5794 2.0414 -3.6847 -0.0766 0.2090 -0.1002
C 0.2565 1.9941 -4.9596 0.0415 -0.1032 0.0762
C 1.6376 1.5244 -4.5133 -0.0453 0.0312 -0.0084
C 2.0009 2.4173 -3.3336 0.0259 -0.0613 -0.0016
H -1.4614 2.6778 -3.7554 0.0229 -0.0310 0.0419
H -0.8781 1.0450 -3.3538 0.0183 -0.0142 -0.0162
H 0.3236 2.9888 -5.4068 -0.0198 -0.0158 -0.0186
H -0.1930 1.3253 -5.6938 -0.0240 0.0264 -0.0018
H 2.3799 1.6020 -5.3089 0.0053 -0.0214 0.0398
H 1.6016 0.4821 -4.1859 -0.0260 0.1112 -0.0516
H 2.2962 3.4165 -3.6616 0.0480 -0.0211 0.0159
H 2.7635 2.0042 -2.6695 -0.1057 0.1027 -0.0009
```
Forces are in eV/Å.

Its expectation value of S² is 6.017. Its electronic energy is -77085.084 eV. As for the spin multiplicity: 5. For the HOMO energy (spin up / spin down), the calculation gives -7.553 / -7.791 eV. For the HOMO-LUMO gap (spin up / spin down), the calculation gives 7.68 / 7.92 eV.